This record from the OMol25 dataset describes 2 unconnected molecules or ions with the total composition C5H7N. The level of theory is ωB97M-V with the def2-TZVPD basis set.

```
13
Properties=species:S:1:pos:R:3:nbo_charge:R:1
C 2.26195 0.51988 -0.16854 -0.611
C 0.80479 0.35195 0.20572 -0.421
C 0.28508 -0.81957 -0.05205 0.430
N -0.07843 -1.93875 -0.42053 -0.662
H 2.89546 -0.04626 0.52360 0.210
H 2.44947 0.13724 -1.17709 0.219
H 2.56802 1.56594 -0.13289 0.219
H 0.25030 1.10888 0.75117 0.251
H 0.17847 -2.66596 0.24768 0.370
C -3.05662 1.02387 0.13112 -0.253
C -2.76616 -0.13578 -0.00276 -0.234
H -3.32724 2.05086 0.23917 0.235
H -2.46508 -1.15229 -0.14462 0.248
```

Values from the calculation:
**Structure (SMILES)**: CC=C=N.C#C
**Energy**: -249.336779 Ha
**Spin multiplicity**: 1
**Highest occupied orbital energy**: -8.8 eV
**ΔE to the lowest compared entry with this formula, charge and spin**: 85.6 kcal per mole